1.
Molecular formula: C27H35CaN8P2S
Method: DFT, ωB97M-V with the def2-TZVPD basis set

XYZ file:
```
74
Properties=species:S:1:pos:R:3
Ca 0.535 0.228 0.574
C -1.918 1.816 4.243
C -1.377 1.422 2.903
N -0.122 1.259 2.659
N 0.719 1.554 3.697
C 1.913 1.004 3.616
N 2.766 1.359 4.603
S 2.553 -0.134 2.468
C -2.345 1.182 1.791
C -3.684 1.553 1.937
C -4.571 1.332 0.897
C -4.106 0.751 -0.272
C -2.764 0.421 -0.340
N -1.904 0.619 0.654
H -1.201 1.550 5.015
H -2.871 1.333 4.447
H -2.067 2.898 4.308
H 2.421 1.950 5.341
H 3.645 0.889 4.702
H -4.026 2.017 2.848
H -5.610 1.618 1.000
H -4.755 0.560 -1.115
H -2.350 -0.016 -1.244
C 0.098 -2.551 3.891
P -0.619 -2.125 2.274
C -2.414 -2.186 2.625
C -0.376 -3.688 1.330
C -0.935 -3.570 -0.087
P -0.027 -2.368 -1.143
C -1.027 -2.450 -2.671
C 1.446 -3.337 -1.629
H -0.097 -1.740 4.594
H 1.180 -2.636 3.793
H -0.318 -3.477 4.292
H -2.748 -3.170 2.961
H -2.995 -1.895 1.748
H -2.640 -1.468 3.416
H -0.843 -4.530 1.850
H 0.698 -3.897 1.305
H -1.976 -3.231 -0.058
H -0.945 -4.542 -0.591
H -1.087 -3.472 -3.051
H -0.603 -1.814 -3.447
H -2.041 -2.102 -2.471
H 1.163 -4.306 -2.045
H 2.096 -3.508 -0.770
H 2.020 -2.791 -2.379
N 7.167 0.270 -3.880
C 6.231 0.329 -3.219
C 5.054 0.400 -2.396
C 4.672 -0.688 -1.619
C 3.527 -0.564 -0.853
N 2.764 0.530 -0.830
C 3.153 1.568 -1.569
C 4.287 1.558 -2.362
H 5.250 -1.600 -1.603
H 3.221 -1.379 -0.206
H 2.528 2.450 -1.523
H 4.561 2.429 -2.939
N -1.036 3.976 -1.704
C -0.472 3.334 -0.654
N 0.073 2.191 -0.977
C -0.145 2.064 -2.348
C 0.220 1.043 -3.228
C -0.140 1.181 -4.552
C -0.846 2.307 -5.007
C -1.210 3.326 -4.154
C -0.845 3.178 -2.818
H -1.485 4.874 -1.661
H -0.488 3.749 0.343
H 0.781 0.183 -2.883
H 0.133 0.412 -5.263
H -1.103 2.377 -6.055
H -1.746 4.195 -4.510
```

The calculation puts the energy relative to the best compared isomer or geometry (same formula, charge and spin) at 0.0 kJ/mol. Its charge is +1. Its total energy is -88339.274 eV. The value obtained for the HOMO energy is -9.961 eV.


2.
Molecular formula: C27H35ClNO4ReS3Si
Method: DFT, ωB97M-V with the def2-TZVPD basis set

XYZ file:
```
73
Properties=species:S:1:pos:R:3
Re 1.434 -0.245 0.371
C 1.930 -0.224 3.562
C 3.049 -1.149 3.134
S 3.414 -0.953 1.335
C 3.582 -2.697 0.869
C 2.303 -3.493 1.004
S 0.879 -2.609 0.273
C -0.323 -2.883 1.608
C -0.037 -2.085 2.864
S 0.457 -0.343 2.507
H 2.240 0.814 3.438
H 1.675 -0.374 4.612
H 2.832 -2.199 3.325
H 3.955 -0.899 3.686
H 4.392 -3.159 1.439
H 3.910 -2.656 -0.168
H 2.062 -3.698 2.045
H 2.417 -4.456 0.507
H -0.374 -3.951 1.828
H -1.271 -2.585 1.175
H 0.740 -2.540 3.477
H -0.945 -2.035 3.464
C 1.509 0.962 -2.523
N 2.352 0.090 -1.671
C 2.634 -1.127 -2.450
C 3.616 0.820 -1.383
C 3.359 1.894 -0.359
C 4.080 3.079 -0.388
C 3.854 4.054 0.572
C 2.890 3.841 1.548
C 2.160 2.661 1.554
C 2.363 1.649 0.609
H 2.011 1.139 -3.479
H 1.341 1.910 -2.024
H 0.555 0.473 -2.708
H 3.133 -0.871 -3.389
H 1.699 -1.640 -2.673
H 3.277 -1.793 -1.883
H 4.027 1.232 -2.312
H 4.332 0.085 -1.004
H 4.824 3.245 -1.160
H 4.418 4.977 0.552
H 2.695 4.604 2.291
H 1.385 2.543 2.306
O -1.033 2.392 1.323
Cl -1.062 2.527 -0.082
O -2.294 2.993 -0.584
O 0.061 3.163 -0.637
O -0.921 0.978 -0.611
C -4.323 -2.534 1.839
C -3.898 -1.250 2.159
C -3.206 -0.496 1.222
C -2.932 -1.018 -0.046
C -3.370 -2.307 -0.356
C -4.059 -3.064 0.583
Si -2.198 0.028 -1.374
C -3.482 0.999 -2.248
C -4.638 1.444 -1.598
C -5.597 2.164 -2.287
C -5.418 2.440 -3.638
C -4.288 1.989 -4.302
C -3.324 1.271 -3.608
H -4.869 -3.119 2.567
H -4.115 -0.834 3.135
H -2.870 0.501 1.490
H -3.174 -2.732 -1.335
H -4.394 -4.062 0.334
H -1.380 -0.735 -2.338
H -4.793 1.226 -0.548
H -6.486 2.509 -1.777
H -6.168 3.006 -4.175
H -4.158 2.194 -5.356
H -2.445 0.918 -4.136
```

The calculation puts the energy relative to the best compared isomer or geometry (same formula, charge and spin) at 0.0 kJ/mol. The multiplicity is 2. Its charge is +1. Its total energy is -93270.530 eV. The expectation value of S² is 0.759. The value obtained for the HOMO energy (alpha / beta) is -10.037 / -9.888 eV.


3.
Molecular formula: C27H35CrF5N4OP2Te
Method: DFT, ωB97M-V with the def2-TZVPD basis set

XYZ file:
```
76
Properties=species:S:1:pos:R:3
Cr -0.507 -2.872 2.248
C -1.041 2.821 4.257
C -1.365 1.981 3.270
C -0.583 1.672 2.032
C 0.709 0.823 2.225
C 1.935 1.548 2.726
C 2.061 2.713 3.352
C 1.131 3.877 3.299
C -0.005 3.898 4.361
C 1.216 -3.353 3.383
H -1.659 2.803 5.163
H -2.363 1.524 3.334
H -0.409 2.563 1.418
H -1.256 1.079 1.406
H 0.419 -0.075 2.825
H 0.969 0.415 1.230
H 2.767 0.839 2.735
H 3.003 2.901 3.845
H 0.707 3.991 2.296
H 1.748 4.781 3.457
H 0.455 3.913 5.370
H -0.548 4.868 4.282
H 1.040 -2.285 3.668
H 2.155 -3.476 2.820
H 1.333 -3.940 4.321
P 1.460 -1.353 -1.597
P -2.099 -0.619 -1.388
N 2.807 -0.181 -1.900
N 2.121 -2.499 -2.768
N -2.234 1.099 -1.879
N -3.689 -1.012 -2.199
C 0.331 -0.491 -2.828
C -1.070 -1.135 -2.813
C 3.740 0.168 -0.918
C 4.703 0.996 -1.487
C 4.365 1.156 -2.866
C 3.196 0.438 -3.085
C 2.398 -3.816 -2.383
C 2.857 -4.503 -3.492
C 2.867 -3.593 -4.594
C 2.405 -2.372 -4.132
C -2.234 2.172 -0.976
C -2.092 3.372 -1.671
C -2.000 3.042 -3.058
C -2.101 1.655 -3.155
C -4.450 -0.366 -3.180
C -5.412 -1.250 -3.659
C -5.225 -2.491 -2.976
C -4.159 -2.333 -2.109
H 0.734 -0.506 -3.859
H 0.381 0.559 -2.481
H -1.525 -0.941 -3.793
H -1.020 -2.232 -2.701
H 3.614 -0.190 0.096
H 5.549 1.440 -0.982
H 4.898 1.712 -3.618
H 2.607 0.360 -3.984
H 2.203 -4.116 -1.362
H 3.138 -5.544 -3.519
H 3.158 -3.794 -5.616
H 2.218 -1.453 -4.670
H -2.316 1.988 0.072
H -2.065 4.357 -1.226
H -1.871 3.729 -3.884
H -2.072 1.040 -4.027
H -4.243 0.643 -3.499
H -6.134 -1.039 -4.427
H -5.791 -3.399 -3.127
H -3.661 -3.040 -1.461
F 0.361 -2.563 6.326
Te -0.866 -1.266 5.664
F -2.362 -2.264 6.245
F -2.074 0.063 5.035
F -0.946 -0.441 7.412
F 0.661 -0.180 5.231
O -0.973 -2.018 3.944
```

The calculation puts the energy relative to the best compared isomer or geometry (same formula, charge and spin) at 123.1 kJ/mol. The multiplicity is 5. Its total energy is -104449.097 eV. The expectation value of S² is 6.114. The value obtained for the HOMO energy (alpha / beta) is -8.519 / -8.519 eV.